(1)
{
  "formula": "C19H28Cl2F3NO8P",
  "method": "ωB97M-V/def2-TZVPD",
  "charge": -1,
  "homo_lumo_gap_ev": 6.2,
  "homo_ev": -4.05,
  "e_tot_ev": -80511.1397,
  "elements": ["C", "C", "Cl", "C", "Cl", "C", "C", "C", "C", "F", "F", "F", "P", "N", "O", "O", "H", "H", "H", "H", "H", "H", "H", "H", "H", "H", "O", "C", "O", "C", "C", "C", "H", "H", "H", "H", "H", "H", "O", "C", "O", "C", "C", "C", "H", "H", "H", "H", "H", "H", "O", "C", "O", "C", "C", "C", "H", "H", "H", "H", "H", "H"],
  "coordinates": [[3.54, -1.70, 1.70], [2.29, -0.58, 1.76], [2.28, 0.57, 3.18], [1.27, -0.54, 0.72], [1.38, -1.83, -0.65], [-0.02, 0.51, 0.57], [-0.85, 0.62, 2.03], [-2.45, 0.33, 1.90], [-3.04, 0.21, 0.38], [-4.53, 0.06, 0.53], [-2.86, 1.43, -0.46], [-2.62, -1.05, -0.34], [0.63, 2.27, 0.05], [-0.45, 3.45, 0.30], [0.92, 2.16, -1.70], [2.11, 2.74, 0.81], [4.47, -1.25, 2.30], [3.20, -2.70, 2.22], [3.92, -1.89, 0.61], [-0.62, 1.66, 2.54], [-0.41, -0.23, 2.73], [-2.70, -0.68, 2.45], [-3.08, 1.19, 2.44], [-1.29, 3.04, 0.76], [0.66, 3.05, -2.09], [1.92, 3.30, 1.61], [-5.30, -5.69, -2.72], [-4.92, -4.54, -2.85], [-3.67, -4.19, -3.29], [-3.53, -2.77, -3.22], [-4.94, -2.23, -3.23], [-5.72, -3.31, -2.52], [-3.00, -2.51, -2.29], [-2.95, -2.41, -4.07], [-5.03, -1.25, -2.77], [-5.29, -2.15, -4.27], [-5.72, -3.16, -1.44], [-6.74, -3.39, -2.91], [6.18, -3.62, 3.81], [6.65, -2.53, 4.11], [6.85, -1.51, 3.23], [7.51, -0.44, 3.90], [7.21, -0.64, 5.36], [7.13, -2.14, 5.48], [8.58, -0.49, 3.68], [7.12, 0.52, 3.53], [7.96, -0.19, 6.02], [6.24, -0.19, 5.61], [8.11, -2.59, 5.66], [6.41, -2.44, 6.25], [-3.72, 1.05, -4.85], [-3.25, 2.14, -4.55], [-3.05, 3.16, -5.44], [-2.39, 4.23, -4.77], [-2.69, 4.03, -3.30], [-2.77, 2.53, -3.19], [-1.32, 4.17, -4.99], [-2.78, 5.19, -5.13], [-1.94, 4.48, -2.65], [-3.66, 4.47, -3.06], [-1.79, 2.08, -3.01], [-3.49, 2.23, -2.42]]
}

***

(2)
{
  "formula": "C3H7N2",
  "method": "ωB97M-V/def2-TZVPD",
  "charge": 1,
  "homo_lumo_gap_ev": 9.5,
  "de_lowest_kcal_mol": 146.2,
  "homo_ev": -14.92,
  "e_tot_ev": -6191.1722,
  "elements": ["C", "C", "C", "N", "N", "H", "H", "H", "H", "H", "H", "H"],
  "coordinates": [[0.07, 1.40, 0.41], [0.27, -0.38, -1.12], [-0.57, 0.09, 0.69], [-0.55, 0.71, -0.72], [0.39, -1.02, 0.21], [-0.53, 2.12, 0.88], [1.17, 1.50, 0.63], [-0.35, -1.02, -1.85], [1.14, -0.11, -1.63], [-2.29, -0.36, 1.30], [-0.08, -1.98, 0.53], [1.33, -0.94, 0.67]]
}

***

(3)
{
  "formula": "C44H44F3N2O5P2S3W",
  "method": "ωB97M-V/def2-TZVPD",
  "charge": -1,
  "homo_lumo_gap_ev": 7.1,
  "homo_ev": -4.67,
  "e_tot_ev": -120626.2631,
  "elements": ["W", "S", "P", "C", "P", "S", "C", "C", "C", "C", "C", "C", "C", "C", "C", "C", "C", "C", "C", "C", "C", "C", "C", "C", "C", "C", "C", "C", "C", "C", "H", "H", "H", "H", "H", "H", "H", "H", "H", "H", "H", "H", "H", "H", "H", "H", "H", "H", "H", "H", "C", "O", "C", "C", "O", "C", "H", "H", "H", "H", "H", "H", "H", "H", "H", "H", "F", "C", "F", "F", "S", "O", "O", "O", "N", "C", "C", "C", "C", "C", "C", "H", "H", "H", "H", "H", "C", "C", "C", "C", "C", "C", "C", "C", "N", "H", "H", "H", "H", "H", "H", "H", "H", "H"],
  "coordinates": [[1.03, -0.01, -0.28], [-0.82, 0.36, 3.65], [-0.60, -1.14, 2.39], [-0.71, -0.94, 0.64], [-2.35, -0.50, 0.14], [-3.02, 1.38, 0.03], [-2.69, -1.23, -1.51], [-1.68, -1.59, -2.39], [-1.96, -2.04, -3.67], [-3.28, -2.15, -4.09], [-4.30, -1.80, -3.22], [-4.01, -1.34, -1.95], [-3.59, -1.38, 1.17], [-3.88, -2.72, 0.95], [-4.86, -3.36, 1.69], [-5.55, -2.66, 2.67], [-5.25, -1.32, 2.90], [-4.28, -0.69, 2.15], [-1.71, -2.52, 2.94], [-2.50, -2.41, 4.07], [-3.19, -3.51, 4.57], [-3.07, -4.74, 3.95], [-2.28, -4.87, 2.81], [-1.61, -3.76, 2.31], [0.91, -2.12, 2.77], [1.35, -2.16, 4.09], [2.36, -3.03, 4.47], [2.92, -3.89, 3.54], [2.49, -3.86, 2.22], [1.50, -2.97, 1.84], [-0.64, -1.54, -2.06], [-1.15, -2.32, -4.33], [-3.50, -2.50, -5.09], [-5.33, -1.88, -3.54], [-4.82, -1.04, -1.29], [-3.33, -3.28, 0.20], [-5.08, -4.40, 1.51], [-6.32, -3.15, 3.25], [-5.78, -0.77, 3.67], [-4.05, 0.36, 2.32], [-2.58, -1.44, 4.56], [-3.80, -3.40, 5.45], [-3.60, -5.60, 4.34], [-2.19, -5.82, 2.31], [-1.00, -3.86, 1.42], [0.90, -1.49, 4.81], [2.70, -3.03, 5.49], [3.71, -4.57, 3.84], [2.94, -4.51, 1.48], [1.19, -2.92, 0.81], [0.54, 0.34, -3.58], [0.02, 0.77, -2.32], [-0.59, 2.06, -2.38], [-0.14, 2.89, -1.19], [0.04, 2.04, -0.07], [0.08, 2.77, 1.16], [-0.26, 0.35, -4.32], [0.92, -0.66, -3.45], [1.35, 1.01, -3.88], [-1.67, 1.92, -2.37], [-0.28, 2.57, -3.30], [-0.93, 3.61, -0.94], [0.80, 3.43, -1.37], [-0.87, 3.28, 1.28], [0.93, 3.47, 1.13], [0.20, 2.04, 1.97], [3.37, 4.18, -2.18], [4.14, 3.10, -2.03], [4.17, 2.46, -3.20], [5.39, 3.52, -1.77], [3.53, 2.01, -0.66], [3.22, 2.91, 0.41], [4.57, 1.05, -0.47], [2.31, 1.47, -1.34], [2.00, 0.13, 1.18], [3.01, 0.05, 2.11], [4.15, -0.72, 1.86], [5.16, -0.76, 2.80], [5.05, -0.04, 3.98], [3.92, 0.73, 4.23], [2.90, 0.78, 3.29], [4.23, -1.25, 0.92], [6.05, -1.35, 2.61], [5.84, -0.08, 4.72], [3.83, 1.28, 5.15], [2.01, 1.36, 3.46], [3.91, -1.29, -2.94], [3.09, -2.53, -2.75], [3.43, -3.68, -3.44], [2.72, -4.86, -3.30], [1.64, -4.88, -2.43], [1.24, -3.75, -1.73], [0.04, -3.87, -0.83], [1.97, -2.56, -1.89], [1.58, -1.41, -1.22], [4.95, -1.56, -3.12], [3.87, -0.65, -2.06], [3.56, -0.71, -3.79], [4.29, -3.65, -4.10], [3.01, -5.75, -3.84], [1.07, -5.79, -2.30], [0.21, -4.64, -0.07], [-0.84, -4.17, -1.41], [-0.21, -2.93, -0.33]]
}

***

(4)
{
  "formula": "C60H140N10O10",
  "method": "ωB97M-V/def2-TZVPD",
  "homo_lumo_gap_ev": 9.0,
  "homo_ev": -8.71,
  "e_tot_ev": -99871.6346,
  "elements": ["C", "C", "C", "C", "C", "C", "H", "H", "H", "H", "H", "H", "H", "H", "H", "H", "H", "H", "H", "H", "C", "C", "C", "C", "C", "C", "H", "H", "H", "H", "H", "H", "H", "H", "H", "H", "H", "H", "H", "H", "C", "C", "C", "C", "C", "C", "H", "H", "H", "H", "H", "H", "H", "H", "H", "H", "H", "H", "H", "H", "C", "C", "C", "C", "C", "C", "H", "H", "H", "H", "H", "H", "H", "H", "H", "H", "H", "H", "H", "H", "C", "C", "C", "C", "C", "C", "H", "H", "H", "H", "H", "H", "H", "H", "H", "H", "H", "H", "H", "H", "C", "C", "O", "N", "C", "H", "H", "H", "H", "H", "H", "H", "C", "C", "O", "N", "C", "H", "H", "H", "H", "H", "H", "H", "C", "C", "O", "N", "C", "H", "H", "H", "H", "H", "H", "H", "C", "C", "O", "N", "C", "H", "H", "H", "H", "H", "H", "H", "C", "C", "O", "N", "C", "H", "H", "H", "H", "H", "H", "H", "C", "C", "O", "N", "C", "H", "H", "H", "H", "H", "H", "H", "C", "C", "O", "N", "C", "H", "H", "H", "H", "H", "H", "H", "C", "C", "O", "N", "C", "H", "H", "H", "H", "H", "H", "H", "C", "C", "O", "N", "C", "H", "H", "H", "H", "H", "H", "H", "C", "C", "O", "N", "C", "H", "H", "H", "H", "H", "H", "H"],
  "coordinates": [[-8.68, -4.85, -1.54], [-7.43, -5.75, -1.26], [-6.20, -5.15, -1.92], [-5.71, -3.82, -1.29], [-4.43, -3.30, -1.93], [-3.88, -2.12, -1.11], [-9.63, -5.36, -1.40], [-8.67, -4.53, -2.58], [-8.55, -3.92, -0.97], [-7.20, -5.83, -0.19], [-7.56, -6.76, -1.65], [-6.33, -5.04, -3.03], [-5.34, -5.85, -1.85], [-6.51, -3.01, -1.25], [-5.46, -3.98, -0.24], [-3.71, -4.11, -1.97], [-4.55, -3.00, -2.99], [-2.95, -1.69, -1.48], [-4.57, -1.30, -0.99], [-3.54, -2.47, -0.10], [-6.80, 5.38, -5.36], [-5.64, 4.35, -5.30], [-5.60, 3.41, -4.08], [-5.29, 4.17, -2.81], [-4.99, 3.29, -1.64], [-3.72, 2.48, -1.68], [-6.90, 5.88, -6.30], [-6.62, 6.16, -4.62], [-7.76, 4.94, -5.05], [-5.70, 3.71, -6.23], [-4.69, 4.82, -5.43], [-4.77, 2.69, -4.25], [-6.55, 2.84, -4.08], [-4.37, 4.72, -2.99], [-6.07, 4.91, -2.58], [-4.97, 3.86, -0.71], [-5.87, 2.63, -1.53], [-3.57, 1.88, -0.75], [-3.78, 1.74, -2.49], [-2.87, 3.15, -1.85], [2.25, 2.65, 3.31], [3.24, 3.64, 4.02], [4.33, 4.23, 3.09], [5.32, 5.09, 3.80], [4.76, 6.40, 4.34], [5.79, 7.34, 4.98], [2.63, 1.66, 3.13], [1.98, 3.14, 2.34], [1.31, 2.53, 3.86], [2.59, 4.47, 4.39], [3.81, 3.22, 4.87], [3.87, 4.76, 2.23], [4.84, 3.40, 2.58], [5.70, 4.50, 4.64], [6.25, 5.29, 3.22], [4.38, 6.93, 3.49], [3.94, 6.19, 5.05], [5.22, 8.18, 5.35], [6.43, 6.82, 5.77], [6.51, 7.74, 4.28], [0.86, -3.36, -1.18], [-0.07, -2.16, -0.94], [0.47, -1.15, 0.04], [-0.45, 0.02, 0.22], [0.23, 1.18, 0.95], [-0.77, 2.34, 1.14], [1.81, -3.04, -1.61], [0.43, -4.03, -1.89], [0.98, -3.88, -0.23], [-0.21, -1.55, -1.82], [-1.05, -2.55, -0.71], [1.42, -0.78, -0.34], [0.65, -1.69, 0.98], [-0.85, 0.42, -0.72], [-1.35, -0.31, 0.76], [0.57, 0.84, 1.95], [1.07, 1.54, 0.32], [-1.14, 2.75, 0.21], [-1.67, 2.04, 1.70], [-0.37, 3.17, 1.72], [0.82, 0.06, -4.79], [1.02, 1.05, -3.64], [0.11, 2.28, -3.66], [0.51, 3.33, -2.66], [0.07, 4.73, -3.01], [0.46, 5.78, -2.07], [-0.12, -0.51, -4.69], [1.65, -0.65, -4.80], [0.75, 0.63, -5.70], [1.04, 0.54, -2.71], [2.00, 1.43, -3.77], [-0.93, 1.98, -3.59], [0.21, 2.69, -4.66], [0.23, 2.94, -1.65], [1.61, 3.40, -2.69], [0.38, 4.89, -4.08], [-1.03, 4.69, -3.04], [0.21, 5.54, -1.03], [1.53, 5.92, -2.18], [-0.09, 6.70, -2.22], [2.32, -3.64, -4.09], [2.89, -3.11, -5.36], [3.65, -2.12, -5.42], [2.52, -3.65, -6.53], [1.77, -4.85, -6.76], [1.83, -4.63, -4.23], [1.48, -2.92, -4.04], [3.10, -3.64, -3.29], [2.94, -3.22, -7.33], [1.11, -4.74, -7.65], [1.18, -5.09, -5.88], [2.36, -5.73, -6.83], [-2.72, 5.78, 0.32], [-2.69, 5.83, 1.77], [-1.91, 5.20, 2.46], [-3.53, 6.77, 2.38], [-3.60, 7.01, 3.80], [-1.73, 5.91, -0.10], [-3.46, 6.45, -0.09], [-3.04, 4.82, -0.01], [-4.07, 7.38, 1.80], [-4.57, 7.42, 4.03], [-2.87, 7.75, 4.09], [-3.46, 6.08, 4.33], [-1.19, 0.23, 4.23], [0.20, -0.26, 4.48], [0.63, -1.16, 3.82], [0.86, 0.27, 5.45], [2.23, -0.21, 5.76], [-1.36, 0.07, 3.18], [-1.28, 1.27, 4.60], [-1.90, -0.34, 4.83], [0.44, 1.07, 5.92], [2.55, 0.33, 6.66], [2.90, 0.02, 4.93], [2.22, -1.28, 5.77], [4.79, 0.10, -3.34], [4.37, 0.47, -1.95], [3.97, -0.36, -1.13], [4.34, 1.80, -1.71], [3.71, 2.27, -0.48], [5.73, -0.44, -3.20], [5.03, 1.01, -3.90], [4.17, -0.59, -3.82], [4.14, 2.45, -2.46], [2.64, 2.29, -0.58], [4.03, 3.23, -0.12], [3.85, 1.50, 0.30], [-4.26, -0.09, 2.72], [-4.34, 0.98, 3.77], [-4.26, 0.75, 4.97], [-4.30, 2.28, 3.33], [-4.40, 2.71, 1.92], [-3.30, -0.02, 2.19], [-5.14, 0.04, 2.03], [-4.39, -1.09, 3.14], [-4.27, 3.00, 4.03], [-3.59, 3.42, 1.71], [-5.39, 3.09, 1.69], [-4.18, 1.87, 1.26], [-0.75, 4.26, 5.18], [-0.07, 3.98, 6.48], [0.24, 2.85, 6.73], [0.22, 4.99, 7.38], [0.92, 4.70, 8.60], [-1.08, 5.29, 4.98], [-1.58, 3.60, 5.06], [-0.02, 4.06, 4.38], [-0.17, 5.88, 7.19], [0.33, 4.04, 9.24], [1.10, 5.59, 9.20], [1.87, 4.21, 8.50], [3.69, -2.04, 1.79], [2.99, -3.39, 1.86], [3.51, -4.35, 1.33], [1.81, -3.41, 2.49], [1.09, -4.68, 2.46], [4.67, -2.27, 2.24], [3.33, -1.14, 2.34], [3.79, -1.73, 0.75], [1.48, -2.59, 3.03], [0.26, -4.66, 3.17], [1.77, -5.47, 2.83], [0.78, -4.99, 1.46], [-1.50, -6.01, -1.59], [-1.83, -6.07, -0.10], [-2.53, -5.23, 0.41], [-1.38, -7.16, 0.58], [-1.70, -7.31, 1.98], [-2.33, -6.34, -2.15], [-0.62, -6.63, -1.79], [-1.28, -4.98, -1.79], [-1.01, -7.95, 0.11], [-2.71, -6.91, 2.10], [-1.07, -6.66, 2.64], [-1.67, -8.35, 2.34], [2.66, -6.82, -0.87], [2.73, -6.73, -2.38], [1.73, -6.72, -3.12], [3.98, -6.64, -2.83], [4.29, -6.50, -4.27], [3.35, -7.56, -0.45], [1.67, -7.08, -0.51], [2.92, -5.86, -0.42], [4.73, -6.78, -2.14], [4.71, -5.49, -4.40], [3.38, -6.59, -4.87], [5.07, -7.21, -4.55], [8.38, -4.99, -2.94], [7.26, -5.13, -1.98], [6.70, -6.19, -1.74], [6.91, -3.94, -1.47], [5.77, -3.79, -0.59], [9.31, -4.66, -2.47], [8.19, -4.32, -3.81], [8.61, -6.00, -3.28], [7.38, -3.14, -1.80], [5.03, -4.57, -0.85], [5.19, -2.86, -0.76], [6.01, -3.83, 0.45]]
}

***

(5)
{
  "formula": "C5H6O2",
  "method": "ωB97M-V/def2-TZVPD",
  "homo_lumo_gap_ev": [8.6, 7.9],
  "de_lowest_kcal_mol": 149.4,
  "homo_ev": [-7.98, -7.41],
  "e_tot_ev": -9370.6173,
  "elements": ["C", "C", "O", "C", "O", "C", "C", "H", "H", "H", "H", "H", "H"],
  "coordinates": [[-1.38, -1.54, 0.00], [-0.17, -0.74, 0.27], [0.81, -0.85, -0.62], [1.91, -0.10, -0.57], [1.79, 0.97, 0.26], [0.64, 1.63, 0.25], [-0.09, 2.60, 0.39], [-1.53, -1.67, -1.08], [-2.26, -1.03, 0.41], [-1.36, -2.54, 0.46], [0.09, -0.45, 1.28], [2.32, 0.09, -1.54], [-0.84, 3.35, 0.46]]
}

***

(6)
{
  "formula": "C6H12O3",
  "method": "ωB97M-V/def2-TZVPD",
  "homo_lumo_gap_ev": 9.5,
  "de_lowest_kcal_mol": 62.6,
  "homo_ev": -8.62,
  "smiles": "C/C=C/OC.CC(=O)O",
  "e_tot_ev": -12557.1331,
  "elements": ["C", "C", "C", "O", "C", "H", "H", "H", "H", "H", "H", "H", "H", "C", "C", "O", "O", "H", "H", "H", "H"],
  "coordinates": [[0.03, -2.30, 0.73], [0.61, -0.88, 0.89], [1.33, -0.13, 0.09], [1.45, 1.18, 0.42], [2.37, 1.92, -0.32], [-1.01, -2.19, 0.35], [0.57, -2.79, -0.17], [-0.01, -2.99, 1.61], [0.18, -0.48, 1.85], [1.89, -0.43, -0.83], [2.16, 2.32, -1.22], [3.38, 1.47, -0.46], [2.72, 2.77, 0.37], [-2.19, -0.43, -1.00], [-1.92, 0.55, 0.06], [-2.32, 0.47, 1.22], [-1.33, 1.73, -0.30], [-3.10, -0.24, -1.46], [-2.22, -1.39, -0.53], [-1.36, -0.50, -1.78], [-1.22, 2.33, 0.49]]
}

***

(7)
{
  "formula": "C2H2IN3",
  "method": "ωB97M-V/def2-TZVPD",
  "homo_lumo_gap_ev": 9.9,
  "de_lowest_kcal_mol": 27.0,
  "homo_ev": -10.02,
  "smiles": "IC1=NC1.N#N",
  "e_tot_ev": -14675.5590,
  "elements": ["I", "C", "N", "C", "H", "H", "N", "N"],
  "coordinates": [[2.57, -1.08, -0.53], [0.90, -0.72, 0.64], [-0.26, -1.18, 0.75], [-0.03, 0.25, 1.15], [-0.02, 0.55, 2.11], [-0.55, 0.97, 0.61], [-1.36, 0.89, -1.89], [-1.26, 0.33, -2.84]]
}